Record 1
Below is a single C3H4ClNO2S molecule in a non-equilibrium geometry, with properties calculated with the ωB97M-V functional and the def2-TZVPD basis.

## Properties
HOMO energy in Eh: -0.3250
LUMO in eV: 0.4287
Structure (SMILES): S=C1NO[C@@H](CCl)O1
Relative energy (zero: lowest compared OMol25 entry of this formula, charge and spin) in kcal/mol: 39.3

```
! RIJCOSX wB97M-V def2-TZVPD def2/J DEFGRID3
* xyz 0 1
C 0.5622 1.4195 1.2116
C 0.3585 0.0925 0.3591
C -0.8622 -1.4422 -0.6897
H 0.2957 1.2494 2.2586
H 1.6774 1.7183 1.2004
H 1.0364 -0.8019 0.6704
H -0.1344 -1.0785 -2.5481
N 0.1263 -1.0985 -1.5286
O 0.5264 0.3276 -1.0796
O -0.9327 -0.6882 0.3747
S -2.0962 -2.4972 -0.9865
Cl -0.5574 2.7993 0.7576
*
```

Here are the natural (NBO) charges for atoms 1 to 8, given in e:
1. C -0.408
2. C 0.319
3. C 0.340
4. H 0.245
5. H 0.254
6. H 0.188
7. H 0.430
8. N -0.350

Record 2
Below is a 2-piece molecular cluster, C3H4ClNO2S overall in a non-equilibrium geometry, with properties calculated with the ωB97M-V functional and the def2-TZVPD basis.

## Properties
HOMO energy in Eh: -0.3336
LUMO in eV: 0.0017
Structure (SMILES): O=C=CCl.O=CNS
Relative energy (zero: lowest compared OMol25 entry of this formula, charge and spin) in kcal/mol: 29.9

```
! RIJCOSX wB97M-V def2-TZVPD def2/J DEFGRID3
* xyz 0 1
C 2.5548 0.6203 0.2727
C -1.2998 -0.1465 0.5780
C 3.2343 -0.4353 0.6685
N -1.1938 -0.3726 -0.7245
O -0.9528 -0.9400 1.4936
O 3.7772 -1.3562 1.1554
S -0.3531 -1.9076 -1.0448
Cl 2.3832 0.7774 -1.4728
H 2.2049 1.4997 0.8648
H -1.6918 0.7151 1.0442
H -1.6834 0.1119 -1.4744
H -0.7318 -2.2723 0.2960
*
```

Here are the natural (NBO) charges for atoms 1 to 8, given in e:
1. C -0.561
2. C 0.470
3. C 0.703
4. N -0.722
5. O -0.634
6. O -0.419
7. S 0.079
8. Cl 0.000